[1]
Density functional theory data (ωB97M-V with the def2-TZVPD basis set) for a single C19H26N4O3 molecule.

net charge: 0
HOMO: -0.3014 Eh
2S+1: 1
max |F|: 0.0471 Eh/bohr
LUMO: 0.413 eV

Element x y z (Å)
C 4.168 4.739 -1.585
N 2.936 4.013 -1.224
C 1.796 4.640 -0.936
O 1.722 5.876 -0.822
C 0.551 3.795 -0.679
N 0.851 2.405 -0.220
C 0.299 1.759 0.816
O -0.579 2.255 1.521
C 0.774 0.348 1.120
C 0.120 -0.670 0.173
C 0.329 -2.101 0.588
C 0.972 -3.051 -0.139
N 0.935 -4.277 0.500
C 0.281 -4.162 1.709
C -0.018 -5.108 2.700
C -0.876 -4.722 3.780
C -1.338 -3.401 3.860
C -1.000 -2.442 2.854
C -0.186 -2.782 1.760
N 2.246 0.159 1.162
C 3.187 0.408 0.255
C 4.576 0.121 0.708
O 3.013 0.877 -0.859
C -0.389 3.768 -1.915
C -0.613 5.151 -2.586
C -1.806 3.360 -1.445
H 4.859 4.091 -2.107
H 3.933 5.607 -2.248
H 4.712 5.127 -0.698
H 2.916 2.991 -1.306
H 0.028 4.332 0.105
H 1.518 1.853 -0.758
H 0.432 0.112 2.127
H 0.473 -0.527 -0.832
H -0.953 -0.470 0.146
H 1.448 -2.925 -1.087
H 1.260 -5.140 0.084
H 0.385 -6.135 2.664
H -1.143 -5.422 4.571
H -1.889 -3.116 4.745
H -1.355 -1.449 2.907
H 2.552 -0.266 2.013
H 5.239 0.437 -0.089
H 4.673 -0.954 0.820
H 4.795 0.602 1.648
H -0.061 3.035 -2.619
H 0.303 5.493 -3.056
H -1.318 5.060 -3.427
H -1.026 5.850 -1.825
H -2.536 3.422 -2.248
H -1.816 2.328 -1.085
H -2.175 3.964 -0.624

[2]
Density functional theory data (ωB97M-V with the def2-TZVPD basis set) for a molecular structure, C19H26N6O2S4Y.

net charge: +1
HOMO: -0.3931 Eh
2S+1: 1
max |F|: 0.0032 Eh/bohr
LUMO: -2.441 eV

Element x y z (Å)
Y -0.039 0.326 0.943
N -0.059 2.753 1.592
C -1.319 3.389 2.056
C -1.887 2.717 3.303
C -2.644 1.412 3.076
N -1.758 0.278 2.736
H 0.603 2.768 2.365
H 0.365 3.328 0.870
H -2.048 3.340 1.244
H -1.143 4.443 2.280
H -2.589 3.419 3.756
H -1.089 2.565 4.037
H -3.354 1.540 2.258
H -3.220 1.185 3.975
H -2.335 -0.522 2.494
H -1.223 0.015 3.561
O -0.555 -1.285 -0.513
N -1.501 -1.328 -1.444
C -1.473 -2.374 -2.300
C -2.410 -2.511 -3.283
C -3.415 -1.544 -3.386
C -3.441 -0.500 -2.497
C -2.474 -0.376 -1.484
S -2.517 0.864 -0.305
H -0.659 -3.061 -2.125
H -2.364 -3.358 -3.951
H -4.172 -1.625 -4.154
H -4.211 0.256 -2.536
C 3.572 -2.723 -0.173
N 2.874 -1.927 -1.172
C 2.488 -2.352 -2.431
C 1.861 -1.327 -3.029
N 1.861 -0.274 -2.119
C 2.494 -0.651 -0.974
S 2.770 0.263 0.420
C 1.307 1.006 -2.375
C 1.616 1.634 -3.570
C 1.031 2.859 -3.838
C 0.165 3.399 -2.904
C -0.075 2.693 -1.739
N 0.488 1.515 -1.460
H 3.727 -3.721 -0.574
H 2.972 -2.775 0.735
H 4.532 -2.269 0.063
H 2.692 -3.348 -2.783
H 1.391 -1.248 -3.993
H 2.312 1.172 -4.255
H 1.251 3.382 -4.758
H -0.326 4.347 -3.071
H -0.783 3.062 -1.009
C 1.890 -3.261 4.647
O 1.944 -1.837 4.469
C 1.317 -1.247 3.473
S 0.509 -2.113 2.252
S 1.380 0.442 3.477
H 1.964 -3.429 5.717
H 2.742 -3.715 4.143
H 0.963 -3.672 4.259

[3]
Density functional theory data (ωB97M-V with the def2-TZVPD basis set) for a molecular structure, C19H27As2NO15PtSi.

net charge: -2
<S²>: 2.0102
HOMO (alpha / beta): -0.0352 / -0.0944 Eh
2S+1: 3
max |F|: 0.0136 Eh/bohr
LUMO (alpha / beta): 4.250 / 3.765 eV

Element x y z (Å)
Pt -0.440 0.277 0.043
O 2.826 1.375 -3.363
C 2.355 0.852 -2.400
O 2.449 0.573 -1.242
C 0.504 0.183 -2.945
O 0.472 0.040 -4.135
O -0.277 0.015 -2.002
C 2.746 0.534 2.241
O 2.239 -0.710 1.786
C 1.864 -1.601 2.765
O 2.247 -1.459 3.912
C 1.034 -2.650 2.214
C 0.799 -3.856 2.891
As -0.735 -5.031 2.732
C -2.010 -4.076 3.895
C -1.545 -4.416 1.041
C -1.068 -3.526 0.166
As 0.294 -2.167 0.511
C 1.637 -2.800 -0.766
C -1.627 -3.409 -1.220
O -1.573 -4.281 -2.058
O -2.123 -2.191 -1.441
C -2.541 -1.907 -2.774
C -2.789 -5.186 0.736
O -3.026 -6.312 1.103
O -3.685 -4.441 0.048
C -4.861 -5.109 -0.386
C 1.580 -4.397 3.986
O 1.064 -5.099 4.853
O 2.927 -4.181 4.112
C 3.748 -4.011 2.972
H 2.985 1.096 1.343
H 3.635 0.387 2.859
H 1.987 1.059 2.825
H -1.631 -4.171 4.911
H -2.994 -4.543 3.822
H -2.073 -3.026 3.615
H 1.977 -3.794 -0.475
H 2.457 -2.085 -0.746
H 1.213 -2.835 -1.771
H -3.506 -2.380 -2.968
H -1.807 -2.268 -3.494
H -2.622 -0.826 -2.828
H -5.138 -4.657 -1.337
H -5.658 -4.955 0.344
H -4.682 -6.176 -0.504
H 4.453 -3.207 3.186
H 3.180 -3.754 2.081
H 4.297 -4.941 2.791
O -1.703 0.299 3.859
N -1.554 -0.025 2.691
O -2.196 -0.901 2.123
O -0.655 0.658 2.015
C -2.961 2.573 -0.682
Si -1.096 2.461 -0.330
C -0.247 3.277 -1.815
C -0.774 3.591 1.152
H -3.319 3.605 -0.611
H -3.519 1.965 0.031
H -3.189 2.202 -1.684
H -0.523 4.335 -1.866
H -0.532 2.810 -2.759
H 0.840 3.216 -1.733
H -0.900 4.642 0.872
H 0.238 3.452 1.535
H -1.455 3.362 1.972

[4]
Density functional theory data (ωB97M-V with the def2-TZVPD basis set) for a molecular structure, C19H27BaClN8O6S.

net charge: -2
HOMO: -0.1126 Eh
2S+1: 1
max |F|: 0.0044 Eh/bohr
LUMO: 3.835 eV

Element x y z (Å)
Ba 0.763 -0.211 -0.856
O 2.380 -1.791 0.992
C 3.644 -1.156 1.052
C 3.579 0.168 1.809
N 2.462 1.016 1.380
C 1.644 1.472 2.503
C 0.989 0.397 3.395
O 0.485 0.819 4.443
O 0.986 -0.810 2.993
C 2.918 2.169 0.610
C 3.571 1.852 -0.751
O 4.359 2.700 -1.196
O 3.188 0.792 -1.330
H 1.848 -1.440 1.764
H 3.987 -0.983 0.032
H 4.377 -1.803 1.559
H 4.537 0.692 1.679
H 3.469 -0.044 2.875
H 0.817 2.052 2.091
H 2.216 2.134 3.173
H 3.614 2.796 1.187
H 2.041 2.786 0.381
S -1.492 -5.262 -1.444
C -0.450 -3.976 -1.670
N 0.277 -3.083 -1.826
N -5.279 -1.859 -1.816
C -4.534 -1.281 -2.502
N -3.784 -0.610 -3.339
C -2.517 -0.435 -3.065
N -1.384 -0.232 -2.893
C -1.747 1.990 1.009
O -0.852 1.203 0.339
H -1.979 2.942 0.482
H -1.407 2.284 2.021
H -2.735 1.500 1.164
Cl 2.559 4.816 -4.858
C 1.327 4.078 -3.870
C 0.051 4.608 -3.850
C -0.896 3.993 -3.048
C -0.526 2.876 -2.313
N 0.707 2.374 -2.352
C 1.631 2.961 -3.106
H -0.187 5.480 -4.446
H -1.909 4.368 -2.994
H -1.216 2.354 -1.659
H 2.631 2.540 -3.079
N -2.861 -3.757 1.037
C -1.772 -3.797 2.063
C -0.575 -3.016 1.534
N -0.918 -1.699 1.044
C -2.111 -1.596 0.225
C -3.304 -2.347 0.780
H -3.651 -4.328 1.323
H -2.488 -4.190 0.146
H -1.516 -4.842 2.236
H -2.174 -3.352 2.975
H -0.104 -3.600 0.741
H 0.149 -2.893 2.337
H -0.831 -0.980 1.754
H -1.906 -1.995 -0.776
H -2.343 -0.538 0.105
H -4.130 -2.367 0.070
H -3.629 -1.940 1.740

[5]
Density functional theory data (ωB97M-V with the def2-TZVPD basis set) for a molecular structure, C19H27CaFNP.

net charge: 0
HOMO: -0.2558 Eh
2S+1: 1
max |F|: 0.0648 Eh/bohr
LUMO: -0.826 eV

Element x y z (Å)
C -0.603 -4.032 0.480
C -0.546 -3.289 -0.707
C -0.228 -1.899 -0.691
C 0.154 -1.308 0.511
C 0.006 -2.022 1.693
C -0.336 -3.396 1.679
C -0.179 -1.223 -2.034
C -1.358 -0.289 -2.497
N -2.065 0.537 -1.573
Ca 2.076 0.432 1.016
C 0.322 -1.359 3.048
P -0.209 0.376 3.255
H -0.757 -3.780 -1.654
H -0.368 -3.954 2.609
H -0.865 -5.092 0.437
H 1.411 -1.407 3.266
H -0.183 -1.884 3.883
H 0.768 -0.676 -2.158
H -0.157 -2.001 -2.810
H -0.919 0.405 -3.243
C 0.103 1.254 4.838
C -2.040 0.261 3.181
H -2.103 -0.934 -3.020
C -2.977 0.007 -0.602
C -2.030 1.968 -1.745
H 1.103 0.998 2.802
H -4.009 -0.045 -0.990
H -2.662 -0.987 -0.269
H -2.985 0.673 0.272
H -2.849 2.333 -2.392
H -2.125 2.462 -0.764
H -1.069 2.261 -2.194
H -2.447 -0.154 4.128
H -2.494 1.256 3.030
H -2.351 -0.411 2.363
H -0.488 0.840 5.676
H 1.171 1.183 5.111
H -0.145 2.325 4.741
H -0.181 1.037 1.959
F 4.639 2.317 -4.722
C 3.802 2.015 -3.672
C 2.893 2.952 -3.235
C 2.081 2.657 -2.105
C 2.250 1.464 -1.438
C 3.097 0.495 -1.938
C 3.903 0.783 -3.061
H 2.817 3.906 -3.739
H 1.361 3.411 -1.786
H 3.166 -0.511 -1.501
H 4.607 0.043 -3.436

[6]
Density functional theory data (ωB97M-V with the def2-TZVPD basis set) for a single C19H27ClN6O2 molecule.

net charge: 0
HOMO: -0.3397 Eh
2S+1: 1
max |F|: 0.0092 Eh/bohr
LUMO: 0.109 eV

Element x y z (Å)
C -2.179 1.430 -4.752
C -2.569 1.058 -3.362
C -3.052 -0.176 -2.882
C -3.266 0.029 -1.542
N -2.928 1.306 -1.279
C -2.864 1.950 0.017
C -3.523 3.308 -0.007
C -1.443 2.044 0.580
O -1.274 2.554 1.668
N -0.470 1.450 -0.154
C 0.939 1.554 0.149
C 1.691 2.418 -0.901
N 0.914 3.438 -1.542
C 0.715 4.640 -0.961
O 1.235 4.988 0.078
C -0.157 5.564 -1.775
N -0.245 5.286 -3.069
C -0.979 6.077 -3.833
C -1.053 5.773 -5.294
N -1.660 7.135 -3.405
C -1.583 7.404 -2.120
C -0.828 6.646 -1.240
Cl -0.832 7.080 0.424
C 1.519 0.149 0.286
C 2.889 0.033 0.951
C 4.050 0.466 0.062
C 3.106 -1.404 1.411
N -2.492 1.949 -2.376
H -1.173 1.851 -4.778
H -2.201 0.561 -5.409
H -2.860 2.177 -5.160
H -3.225 -1.076 -3.445
H -3.622 -0.620 -0.761
H -3.409 1.305 0.710
H -3.455 3.768 0.974
H -3.033 3.956 -0.729
H -4.572 3.211 -0.289
H -0.721 1.158 -1.086
H 1.013 2.055 1.113
H 2.521 2.919 -0.405
H 2.117 1.780 -1.677
H 0.454 3.269 -2.422
H -2.091 5.624 -5.591
H -0.667 6.616 -5.866
H -0.477 4.884 -5.534
H -2.142 8.260 -1.758
H 0.805 -0.417 0.890
H 1.542 -0.343 -0.698
H 2.884 0.671 1.843
H 4.028 -0.066 -0.894
H 4.045 1.536 -0.145
H 5.004 0.241 0.542
H 3.111 -2.090 0.559
H 4.060 -1.508 1.929
H 2.318 -1.725 2.095

Q: Number 2 is which compound?
A: C19H26N6O2S4Y

What did the first record say?
Density functional theory data (ωB97M-V with the def2-TZVPD basis set) for a single C19H26N4O3 molecule.

net charge: 0
HOMO: -0.3014 Eh
2S+1: 1
max |F|: 0.0471 Eh/bohr
LUMO: 0.413 eV

Element x y z (Å)
C 4.168 4.739 -1.585
N 2.936 4.013 -1.224
C 1.796 4.640 -0.936
O 1.722 5.876 -0.822
C 0.551 3.795 -0.679
N 0.851 2.405 -0.220
C 0.299 1.759 0.816
O -0.579 2.255 1.521
C 0.774 0.348 1.120
C 0.120 -0.670 0.173
C 0.329 -2.101 0.588
C 0.972 -3.051 -0.139
N 0.935 -4.277 0.500
C 0.281 -4.162 1.709
C -0.018 -5.108 2.700
C -0.876 -4.722 3.780
C -1.338 -3.401 3.860
C -1.000 -2.442 2.854
C -0.186 -2.782 1.760
N 2.246 0.159 1.162
C 3.187 0.408 0.255
C 4.576 0.121 0.708
O 3.013 0.877 -0.859
C -0.389 3.768 -1.915
C -0.613 5.151 -2.586
C -1.806 3.360 -1.445
H 4.859 4.091 -2.107
H 3.933 5.607 -2.248
H 4.712 5.127 -0.698
H 2.916 2.991 -1.306
H 0.028 4.332 0.105
H 1.518 1.853 -0.758
H 0.432 0.112 2.127
H 0.473 -0.527 -0.832
H -0.953 -0.470 0.146
H 1.448 -2.925 -1.087
H 1.260 -5.140 0.084
H 0.385 -6.135 2.664
H -1.143 -5.422 4.571
H -1.889 -3.116 4.745
H -1.355 -1.449 2.907
H 2.552 -0.266 2.013
H 5.239 0.437 -0.089
H 4.673 -0.954 0.820
H 4.795 0.602 1.648
H -0.061 3.035 -2.619
H 0.303 5.493 -3.056
H -1.318 5.060 -3.427
H -1.026 5.850 -1.825
H -2.536 3.422 -2.248
H -1.816 2.328 -1.085
H -2.175 3.964 -0.624

Q: Number 1 is which compound?
A: C19H26N4O3